Density functional theory data (wB97M-V/def2-TZVPD) for C16H27NO as an isolated structure at a distorted geometry.

- total charge = 0
- LUMO (eV) = 0.60
- energy above the lowest of the compared OMol25 structures with the same formula, charge and spin (kJ/mol) = 1627.06
- 2S+1 = 1

Atoms and positions in Å:
C (-2.983, 2.384, 0.422)
H (-4.084, 2.711, 2.296)
H (1.283, 2.036, 0.408)
H (3.675, 1.034, -0.215)
C (-1.699, -2.005, -0.710)
H (3.285, 3.558, 0.071)
H (3.589, -2.208, 2.810)
H (1.497, -0.115, 1.114)
H (3.140, 3.581, -1.567)
C (-2.823, -1.043, -1.269)
C (-2.801, 1.379, -0.404)
C (2.715, 3.500, -0.583)
H (0.962, -2.469, -0.701)
C (2.977, -1.650, 0.747)
H (1.849, 4.253, -0.451)
C (1.741, -1.073, 0.357)
H (0.391, -2.365, 0.749)
H (-4.217, -2.288, -0.992)
N (-0.543, -1.185, -0.479)
H (-4.842, 0.621, 2.454)
H (3.200, -2.530, 0.393)
H (3.920, -1.243, 0.647)
H (-2.446, -0.757, -2.330)
H (3.361, 1.361, -1.867)
C (-4.263, 0.865, 1.390)
C (3.107, 1.108, -1.058)
C (2.719, -1.907, 2.260)
H (-0.655, -0.516, 0.038)
H (-2.054, 1.623, -1.466)
H (-2.555, 3.229, 0.300)
C (2.115, 2.142, -0.765)
H (1.815, -2.490, 2.413)
H (-4.335, -1.476, 0.862)
H (1.323, -0.326, -1.731)
H (1.305, 2.104, -1.407)
H (2.631, -1.044, 2.873)
H (-2.053, -2.481, 0.155)
C (0.631, -1.900, -0.158)
C (-3.833, 2.028, 1.637)
C (-3.217, -0.012, -0.489)
O (-3.915, -1.911, -1.914)
C (2.320, -0.378, -1.182)
H (2.966, -1.226, -1.799)
H (-1.323, -2.651, -1.557)
C (-3.875, -0.269, 0.700)

Okay, here come the Mulliken numbers, in e, for every atom: -0.65 0.57 0.11 0.39 -0.76 0.63 0.44 0.07 0.39 -0.51 -0.03 -1.65 1.37 -1.06 0.28 0.79 0.56 0.42 0.12 0.11 0.54 0.59 0.24 1.00 -0.48 -1.46 -1.52 0.24 0.00 0.65 -0.08 0.32 0.08 0.44 0.43 0.39 0.40 -2.57 -0.69 0.89 -0.53 -0.90 0.28 0.27 -0.15